Record 1
{
  "formula": "CH13O6Pd",
  "method": "wB97M-V/def2-TZVPD",
  "elements": ["Pd", "O", "O", "O", "O", "O", "O", "C", "H", "H", "H", "H", "H", "H", "H", "H", "H", "H", "H", "H", "H"],
  "positions_angstrom": [[0.025, 0.269, 0.107], [-0.048, 2.026, -1.298], [-0.142, -1.142, 1.890], [0.198, 1.934, 1.732], [2.272, 0.181, 0.183], [-0.222, -1.073, -1.459], [-2.236, 0.353, 0.410], [-0.059, -2.362, -1.969], [0.570, -1.026, 2.527], [-0.396, -3.145, -1.282], [2.915, 0.885, 0.310], [0.713, 1.805, 2.536], [0.020, 2.880, 1.696], [-0.680, -2.404, -2.873], [-2.649, -0.144, -0.309], [2.776, -0.606, -0.052], [0.514, 2.805, -1.249], [-2.955, 0.710, 0.940], [0.972, -2.532, -2.301], [-0.806, -1.678, 2.336], [-0.783, 2.264, -1.873]],
  "lumo_energy_ev": [-3.37, -3.73],
  "spin_multiplicity": 3,
  "energy_ev": -17004.3529,
  "charge": 1,
  "de_lowest_ev": 0.000,
  "homo_energy_ev": [-11.7, -11.3]
}

=====

Record 2
{
  "formula": "C7H12N3",
  "method": "wB97M-V/def2-TZVPD",
  "elements": ["N", "N", "N", "C", "C", "C", "C", "C", "C", "C", "H", "H", "H", "H", "H", "H", "H", "H", "H", "H", "H", "H"],
  "positions_angstrom": [[-3.157, 2.332, 0.227], [0.158, 0.363, 0.028], [2.143, -0.202, 0.835], [-2.275, 1.984, -0.587], [1.457, -1.144, -1.411], [0.278, -2.152, -1.536], [3.456, -0.697, 0.716], [-3.489, 2.099, 1.660], [1.348, -0.336, -0.127], [-0.715, 1.041, 0.405], [1.503, -0.462, -2.237], [-2.715, 1.460, 2.167], [0.482, -2.933, -0.814], [0.240, -2.588, -2.470], [3.604, -1.407, -0.076], [2.500, -1.700, -1.363], [4.232, 0.109, 0.612], [3.725, -1.103, 1.663], [-0.666, -1.716, -1.366], [-3.587, 2.966, 2.237], [-4.432, 1.606, 1.707], [-4.089, 2.481, -0.271]],
  "lumo_energy_ev": -5.09,
  "energy_ev": -11911.7977,
  "charge": 1,
  "de_lowest_ev": 6.743,
  "homo_energy_ev": -13.5
}

=====

Record 3
{
  "formula": "C6H15N",
  "method": "wB97M-V/def2-TZVPD",
  "elements": ["N", "C", "C", "C", "C", "C", "C", "H", "H", "H", "H", "H", "H", "H", "H", "H", "H", "H", "H", "H", "H", "H"],
  "positions_angstrom": [[-0.158, -0.140, -0.596], [-0.348, -0.496, 1.192], [1.611, 1.656, -0.556], [-2.415, -1.787, 0.466], [2.326, 1.176, -1.830], [-1.233, -1.739, 1.438], [0.121, 1.291, -0.575], [-3.073, -0.948, 0.701], [0.517, -0.576, 1.873], [-1.587, -1.679, 2.468], [2.039, 1.171, 0.325], [-0.383, 1.777, 0.273], [1.945, 1.721, -2.694], [-0.846, 0.422, 1.486], [0.442, -0.569, 0.224], [3.411, 1.222, -1.805], [-0.345, 1.736, -1.459], [-3.004, -2.685, 0.680], [-2.122, -1.774, -0.573], [-0.643, -2.655, 1.364], [1.718, 2.738, -0.437], [2.027, 0.135, -1.967]],
  "lumo_energy_ev": 1.05,
  "energy_ev": -7951.6963,
  "de_lowest_ev": 4.070,
  "homo_energy_ev": -8.8
}

=====

Record 4
{
  "formula": "C5H6N2",
  "method": "wB97M-V/def2-TZVPD",
  "elements": ["N", "N", "C", "C", "C", "C", "C", "H", "H", "H", "H", "H", "H"],
  "positions_angstrom": [[-0.018, -1.049, -0.415], [0.813, 0.014, -0.055], [2.186, -0.333, -0.047], [-2.465, 0.040, -0.130], [-0.004, 1.101, 0.346], [-1.286, 0.771, 0.274], [-1.214, -0.650, -0.254], [0.522, 1.961, 0.821], [2.890, 0.323, -0.701], [-3.019, -0.464, 0.662], [2.542, -0.538, 0.918], [2.159, -1.292, -0.522], [-3.106, 0.115, -0.897]],
  "lumo_energy_ev": 0.98,
  "energy_ev": -8256.9483,
  "de_lowest_ev": 5.410,
  "homo_energy_ev": -8.5
}

=====

Record 5
{
  "formula": "C9H11O3",
  "method": "wB97M-V/def2-TZVPD",
  "elements": ["O", "O", "O", "C", "C", "C", "C", "C", "C", "C", "C", "C", "H", "H", "H", "H", "H", "H", "H", "H", "H", "H", "H"],
  "positions_angstrom": [[3.069, 3.035, 2.981], [-1.585, -0.836, 1.930], [2.368, 1.003, 3.176], [-1.882, -1.456, -1.529], [2.193, 2.248, 2.682], [-0.235, -1.377, -3.475], [-2.277, -1.535, -0.228], [0.108, -0.824, 0.265], [-1.266, -1.128, 0.763], [0.347, -0.832, -1.111], [0.905, 2.612, 2.089], [-0.584, -1.288, -2.022], [0.403, -2.178, -3.827], [1.731, 0.405, 2.717], [-3.321, -1.625, 0.140], [0.164, 2.966, 2.842], [-2.600, -1.732, -2.311], [1.041, 3.335, 1.235], [0.269, -0.447, -3.736], [0.675, -0.400, 1.071], [1.346, -0.423, -1.329], [0.312, 1.791, 1.688], [-1.179, -1.314, -4.010]],
  "lumo_energy_ev": 3.37,
  "energy_ev": -15654.4887,
  "charge": -1,
  "de_lowest_ev": 1.812,
  "homo_energy_ev": -2.8
}

=====

Record 6
{
  "formula": "C46H42N4OP2STi",
  "method": "wB97M-V/def2-TZVPD",
  "elements": ["Ti", "S", "P", "P", "O", "N", "N", "N", "N", "C", "C", "C", "C", "C", "C", "C", "C", "C", "C", "C", "C", "C", "C", "C", "C", "C", "C", "C", "C", "C", "C", "C", "C", "C", "C", "C", "C", "C", "C", "C", "C", "C", "C", "C", "C", "C", "C", "C", "C", "C", "C", "C", "C", "C", "C", "H", "H", "H", "H", "H", "H", "H", "H", "H", "H", "H", "H", "H", "H", "H", "H", "H", "H", "H", "H", "H", "H", "H", "H", "H", "H", "H", "H", "H", "H", "H", "H", "H", "H", "H", "H", "H", "H", "H", "H", "H", "H"],
  "positions_angstrom": [[2.930, -0.051, 1.553], [0.952, 1.089, 2.017], [1.718, -1.096, -0.543], [-3.586, 1.121, -0.040], [-2.235, 0.558, -0.020], [1.307, -0.761, 3.990], [2.562, -0.544, 3.518], [-0.822, 0.247, 3.859], [4.356, 0.851, 2.512], [1.371, 0.712, -2.758], [0.076, -2.865, 0.629], [-0.148, -1.185, -4.153], [-5.102, 3.632, 2.855], [6.220, 2.380, 4.006], [5.050, 1.845, 1.931], [-4.220, 3.585, -3.933], [-4.603, -1.477, 0.040], [-5.001, 2.552, 2.005], [5.729, -1.727, -0.012], [-4.002, 4.461, 3.078], [-3.259, 3.959, -2.973], [6.265, -1.464, -1.281], [4.329, -1.743, 0.241], [0.902, -0.471, -2.082], [-6.224, 0.290, -0.038], [-4.872, 1.712, -2.516], [-3.777, 2.272, 1.324], [1.177, -5.240, -0.369], [-6.984, -2.011, -0.223], [-2.664, 3.080, 1.552], [-3.113, 3.178, -1.777], [-0.356, -4.107, 1.099], [4.071, -1.131, -2.190], [0.204, -5.296, 0.629], [5.525, 1.326, 4.606], [-5.679, -2.422, -0.046], [1.597, -4.017, -0.939], [-2.802, 4.216, 2.363], [1.162, 0.801, -4.169], [1.090, -2.790, -0.348], [0.132, -1.412, -2.800], [5.913, 2.627, 2.645], [0.435, -0.144, -4.850], [-3.946, 2.102, -1.504], [2.452, -4.139, -2.176], [-7.273, -0.643, -0.131], [3.808, -2.087, 1.522], [3.501, -1.333, -0.865], [5.433, -1.253, -2.388], [-4.904, -0.114, 0.110], [0.447, 0.035, 3.384], [3.587, -0.352, 4.363], [-5.013, 2.475, -3.689], [4.544, 0.593, 3.875], [2.097, 1.849, -2.074], [6.973, 2.938, 4.559], [1.863, 2.813, -2.596], [-7.819, -2.731, -0.376], [5.826, -1.185, -3.376], [-1.428, 0.896, 3.338], [-6.435, 1.354, -0.100], [4.876, 2.021, 0.874], [1.583, 1.650, -4.686], [1.652, -6.135, -0.751], [-4.007, 5.326, 3.779], [5.629, 1.077, 5.658], [2.170, -5.140, -2.608], [-0.238, -2.319, -2.344], [3.499, -4.228, -1.905], [-5.419, -3.476, 0.018], [3.436, -0.910, -3.044], [-4.307, 4.179, -4.808], [3.466, -0.709, 5.415], [6.494, 3.377, 2.105], [-0.309, -1.967, 1.081], [-5.317, 0.725, -2.478], [7.360, -1.455, -1.407], [-0.135, -6.264, 0.974], [-2.281, 3.500, -1.120], [-1.703, 2.840, 1.071], [-1.066, -4.095, 1.967], [6.426, -1.927, 0.822], [-5.803, 1.824, 1.888], [-5.744, 2.139, -4.455], [0.327, -0.146, -5.967], [-0.833, -1.928, -4.599], [-1.966, 4.912, 2.398], [2.965, -2.818, 1.514], [-2.678, 4.841, -3.200], [-3.553, -1.822, 0.004], [2.321, -3.358, -2.968], [3.229, 1.740, -2.152], [-8.289, -0.284, -0.346], [-6.086, 3.879, 3.292], [1.759, 1.919, -1.027], [4.475, -2.171, 2.402], [-1.271, -0.557, 4.335]],
  "lumo_energy_ev": [0.48, -0.11],
  "spin_multiplicity": 3,
  "energy_ev": -108918.4593,
  "de_lowest_ev": 1.493,
  "homo_energy_ev": [-5.7, -6.9]
}

=====

Record 7
{
  "formula": "C41H84BrINO13S10",
  "method": "wB97M-V/def2-TZVPD",
  "elements": ["I", "Br", "S", "S", "S", "S", "S", "S", "S", "S", "S", "S", "O", "O", "O", "O", "O", "O", "O", "O", "O", "O", "O", "O", "O", "N", "C", "C", "C", "C", "C", "C", "C", "C", "C", "C", "C", "C", "C", "C", "C", "C", "C", "C", "C", "C", "C", "C", "C", "C", "C", "C", "C", "C", "C", "C", "C", "C", "C", "C", "C", "C", "C", "C", "C", "C", "C", "H", "H", "H", "H", "H", "H", "H", "H", "H", "H", "H", "H", "H", "H", "H", "H", "H", "H", "H", "H", "H", "H", "H", "H", "H", "H", "H", "H", "H", "H", "H", "H", "H", "H", "H", "H", "H", "H", "H", "H", "H", "H", "H", "H", "H", "H", "H", "H", "H", "H", "H", "H", "H", "H", "H", "H", "H", "H", "H", "H", "H", "H", "H", "H", "H", "H", "H", "H", "H", "H", "H", "H", "H", "H", "H", "H", "H", "H", "H", "H", "H", "H", "H", "H"],
  "positions_angstrom": [[-1.304, -6.701, -4.332], [2.116, 0.159, -2.874], [5.002, -4.106, 5.986], [-3.598, 8.125, 3.050], [-2.339, -4.158, 7.918], [4.854, -6.922, -1.783], [-1.191, 3.384, 1.994], [3.292, 1.456, 5.493], [1.351, -4.625, -6.609], [-8.188, 9.650, 1.243], [6.183, -4.369, 2.623], [-0.541, -1.918, 5.372], [-0.649, 1.289, -4.553], [0.838, -1.997, 4.788], [5.466, -2.688, 5.824], [-6.738, 9.308, 1.067], [3.751, -6.976, -0.768], [-2.868, -3.060, 7.044], [6.798, -5.494, 1.845], [-0.730, 3.495, 0.571], [-2.984, 6.999, 2.272], [2.785, -4.438, -3.621], [0.873, -2.672, -9.249], [4.068, -2.418, -3.820], [2.114, 2.076, 4.803], [-1.021, -0.744, -6.240], [5.786, -3.050, 1.451], [1.272, -6.133, -2.491], [-2.210, -0.024, -6.834], [-1.358, -2.990, -7.910], [-0.418, 3.385, -8.909], [-2.256, 9.006, 3.882], [6.421, -7.068, -0.891], [-8.580, 9.468, 2.999], [2.984, -0.323, 5.601], [-0.609, -2.778, -9.391], [-2.919, 4.147, -7.858], [-0.523, 1.834, -8.351], [-3.044, 2.609, -7.307], [-0.266, -0.048, -5.088], [-2.989, 3.541, -1.768], [-1.486, 3.808, -2.403], [7.525, -3.487, 3.455], [-0.588, 4.843, 2.876], [0.671, 0.738, -8.604], [-3.725, -5.248, 8.320], [-0.363, -6.300, -2.392], [-2.940, 3.844, 2.036], [-1.557, 4.546, -8.690], [-8.331, 11.452, 1.200], [4.640, -4.362, 7.739], [-0.604, 2.424, -2.319], [4.938, -8.542, -2.582], [-1.880, 1.427, -7.521], [-0.579, -2.147, -6.710], [-1.264, 1.180, -3.222], [0.732, -2.941, -6.042], [-1.716, -2.261, 4.040], [3.285, -4.184, 5.422], [-2.139, -3.481, 9.582], [-0.958, -0.167, 5.547], [1.596, -2.241, -4.793], [-3.995, 9.443, 1.877], [1.063, -0.737, -4.342], [1.797, -4.575, -2.540], [4.634, 1.345, 4.285], [2.888, -3.010, -4.068], [4.963, 2.358, 4.036], [-2.001, -0.067, 5.859], [6.560, -6.169, -0.285], [0.880, -3.850, -2.610], [-3.404, -5.994, 9.052], [-1.482, 9.277, 3.160], [-2.948, 0.201, -5.923], [-8.513, 8.410, 3.261], [-2.512, -2.764, -7.969], [-3.281, 3.891, 3.073], [-2.734, -2.096, 4.399], [1.208, 0.355, -7.634], [5.577, -4.314, 8.298], [7.243, -7.151, -1.606], [5.007, -9.329, -1.827], [0.502, 4.787, 2.935], [-1.338, -2.737, 9.560], [2.751, -4.566, -6.503], [-1.471, 5.663, -9.058], [-0.874, 5.751, 2.339], [-3.115, 9.687, 1.277], [-4.335, 10.327, 2.422], [4.187, -5.347, 7.880], [2.731, -0.720, 4.615], [-1.510, -1.614, 3.184], [-1.003, 4.858, 3.887], [4.029, -8.687, -3.173], [-0.798, 0.354, 4.600], [-0.337, 2.073, -1.234], [6.400, -7.944, -0.238], [1.745, -6.655, -1.552], [-3.514, 3.082, 1.501], [-4.557, -4.664, 8.721], [-3.067, -3.003, 9.907], [-7.868, 10.036, 3.603], [-3.247, 4.308, -0.909], [2.379, -4.322, -1.529], [3.964, -3.583, 8.100], [-0.311, 0.269, 6.312], [8.300, -3.216, 2.734], [-7.634, 11.900, 1.913], [-3.748, 3.606, -2.686], [2.875, -5.174, 5.636], [0.215, -0.115, -9.276], [-3.809, 4.888, -7.607], [-2.836, -0.640, -7.605], [5.447, -2.166, 1.996], [-0.555, -7.229, -1.670], [5.807, -8.579, -3.244], [7.954, -4.145, 4.216], [-2.651, 9.904, 4.363], [4.281, 0.847, 3.378], [-1.605, -3.307, 3.738], [-1.547, 4.272, -3.497], [-1.278, -4.164, -7.710], [-8.088, 11.798, 0.191], [-1.072, -1.810, -9.874], [6.666, -2.806, 0.850], [2.147, -0.489, 6.283], [-9.356, 11.744, 1.444], [7.131, -2.589, 3.937], [-0.976, 4.648, -1.734], [3.873, -0.825, 5.991], [4.985, -3.398, 0.793], [3.265, -4.010, 4.343], [1.179, -2.029, -9.962], [-4.013, 2.332, -6.688], [-3.084, 4.812, 1.550], [-4.047, -5.755, 7.406], [-1.868, -4.282, 10.274], [2.691, -3.416, 5.923], [-0.907, -5.387, -1.898], [0.569, 3.716, -9.488], [-1.085, 0.129, -2.739], [1.674, -6.726, -3.434], [-3.033, 2.426, -1.400], [-4.797, 9.095, 1.219], [-1.828, 8.348, 4.642], [1.502, 1.262, -9.281], [-2.429, 1.308, -3.357], [0.437, 2.667, -2.849], [-9.597, 9.822, 3.186], [-0.809, -3.765, -9.987], [5.470, 0.790, 4.716]],
  "lumo_energy_ev": -4.44,
  "energy_ev": -258446.8987,
  "charge": 1,
  "homo_energy_ev": -9.5
}

=====

Record 8
{
  "formula": "C26H26N4O2SW",
  "method": "wB97M-V/def2-TZVPD",
  "elements": ["W", "S", "O", "O", "N", "N", "N", "N", "C", "C", "C", "C", "C", "C", "C", "C", "C", "C", "C", "C", "C", "C", "C", "C", "C", "C", "C", "C", "C", "C", "C", "C", "C", "C", "H", "H", "H", "H", "H", "H", "H", "H", "H", "H", "H", "H", "H", "H", "H", "H", "H", "H", "H", "H", "H", "H", "H", "H", "H", "H"],
  "positions_angstrom": [[-1.718, 0.056, -0.530], [1.472, 1.083, -0.105], [-1.565, -2.524, -2.371], [-3.660, 1.263, -2.721], [-4.285, -1.516, -1.593], [-1.197, 2.102, -0.346], [1.362, -2.161, -1.819], [0.291, -0.081, -0.355], [5.373, -1.194, 0.749], [-1.606, 0.565, 2.187], [1.075, 3.015, 4.056], [0.651, 3.700, 2.914], [-4.923, -1.934, -2.480], [-2.971, 0.802, -1.894], [4.153, -1.857, 0.894], [-1.577, -1.617, -1.642], [2.954, -1.192, 0.613], [5.397, 0.138, 0.321], [2.800, -3.718, -3.348], [1.720, 1.122, 2.691], [2.975, 0.135, 0.186], [-2.853, -1.661, 1.032], [-1.203, 4.078, -2.034], [-3.481, -0.397, 0.963], [-1.184, 3.097, -0.990], [1.250, 1.783, 1.550], [4.205, 0.801, 0.020], [-5.789, -2.479, -3.497], [-1.035, -0.707, 2.316], [-1.618, -1.808, 1.680], [1.592, 1.719, 3.948], [-2.814, 0.744, 1.474], [0.721, 3.077, 1.666], [1.994, -2.863, -2.503], [2.198, 0.150, 2.588], [4.202, 1.832, -0.330], [-1.619, 3.654, -2.964], [3.210, -4.548, -2.760], [6.308, -1.714, 0.969], [-1.811, 4.938, -1.720], [3.632, -3.147, -3.780], [0.748, -0.959, -0.686], [-1.113, 1.435, 2.607], [6.349, 0.663, 0.220], [0.380, 3.589, 0.768], [-3.265, 1.723, 1.346], [-6.833, -2.223, -3.274], [-5.696, -3.573, -3.530], [-4.436, -0.284, 0.473], [0.272, 4.720, 2.984], [1.917, 1.174, 4.836], [-3.340, -2.503, 0.555], [-0.175, 4.425, -2.217], [2.004, -1.714, 0.713], [-1.111, -2.768, 1.666], [1.019, 3.495, 5.033], [4.120, -2.896, 1.227], [-0.124, -0.841, 2.888], [2.189, -4.125, -4.162], [-5.530, -2.072, -4.483]],
  "lumo_energy_ev": [-15.35, -16.00],
  "spin_multiplicity": 3,
  "energy_ev": -50054.1945,
  "charge": 4,
  "homo_energy_ev": [-19.6, -19.6]
}